1.
3 unconnected molecules or ions with the total composition C6H12N4S at a distorted geometry, computed with ωB97M-V with the def2-TZVPD basis set.

```
23
Properties=species:S:1:pos:R:3
C 11.81 -3.52 -3.47
C 11.94 -2.79 -4.54
C 10.93 -4.69 -5.06
C -12.89 3.63 5.65
C -11.65 3.25 6.10
C 11.28 -2.93 -6.84
N 11.12 -4.69 -3.82
N 11.47 -3.50 -5.70
N -13.42 2.82 4.51
N -11.09 3.82 7.18
S 11.13 0.02 -6.88
H 12.18 -3.27 -2.44
H 12.33 -1.82 -4.55
H 10.55 -5.47 -5.76
H -13.32 4.60 5.89
H -11.03 2.47 5.73
H 10.80 -3.47 -7.54
H -12.59 2.36 4.03
H -14.05 3.39 3.88
H -13.78 1.93 4.94
H -10.20 3.43 7.56
H -11.40 4.62 7.61
H 9.88 -0.17 -6.47
```

For the energy above the lowest of the compared OMol25 structures with the same formula, charge and spin, the calculation gives 3.923 eV. Its total energy is -23190.286 eV. The frontier orbital gap (spin up / spin down) is 0.1764 / 0.1759 hartree. The HOMO energy (spin up / spin down) comes out at -13.63 / -13.63 eV. As for the total charge: +2.

Just the natural (NBO) charges please, in e? Sure, here they are:
1 C -0.017
2 C -0.076
3 C 0.228
4 C -0.269
5 C 0.060
6 C 0.324
7 N -0.319
8 N -0.416
9 N -0.702
10 N -0.744
11 S 0.226
12 H 0.268
13 H 0.247
14 H 0.242
15 H 0.245
16 H 0.213
17 H 0.168
18 H 0.444
19 H 0.473
20 H 0.456
21 H 0.418
22 H 0.405
23 H 0.122

=====

2.
C6H6N2O in the gas phase at a distorted geometry, computed with ωB97M-V with the def2-TZVPD basis set.

```
15
Properties=species:S:1:pos:R:3
C 1.81 1.44 -0.06
C -1.21 -0.07 1.07
C -1.15 -1.46 0.53
C -0.39 0.95 0.64
C -0.04 -1.70 -0.18
C 0.57 0.72 -0.43
N 2.83 1.86 0.33
N 0.86 -0.72 -0.52
O 0.23 1.24 -1.76
H -1.86 0.22 1.78
H -1.80 -2.27 0.94
H -0.66 1.94 1.04
H 0.19 -2.75 -0.38
H 1.37 -0.82 -1.37
H -0.75 1.43 -1.65
```

For the energy above the lowest of the compared OMol25 structures with the same formula, charge and spin, the calculation gives 1.526 eV. Its total energy is -11344.905 eV. The frontier orbital gap is 0.3365 hartree. The HOMO energy comes out at -8.70 eV. As for the structure (SMILES): N#C[C@]1(O)C=CC=CN1.

Just the natural (NBO) charges please, in e? Sure, here they are:
1 C 0.255
2 C -0.122
3 C -0.362
4 C -0.302
5 C 0.061
6 C 0.250
7 N -0.295
8 N -0.564
9 O -0.701
10 H 0.204
11 H 0.233
12 H 0.237
13 H 0.219
14 H 0.405
15 H 0.484

=====

3.
A molecular structure, C19H32NO9SSiTi, computed with ωB97M-V with the def2-TZVPD basis set.

```
64
Properties=species:S:1:pos:R:3
Ti -2.16 -0.70 -1.21
O -5.79 0.11 -3.28
C -4.80 -0.36 -2.59
O -3.75 0.22 -2.36
C -4.98 -1.74 -2.05
C -6.07 -2.58 -2.20
C -6.00 -3.84 -1.61
C -4.86 -4.21 -0.89
C -3.83 -3.30 -0.79
N -3.90 -2.10 -1.37
C -2.51 -3.43 -0.08
O -2.16 -4.49 0.57
O -1.74 -2.47 -0.14
H -5.61 1.02 -3.60
H -6.94 -2.27 -2.77
H -6.83 -4.53 -1.70
H -4.82 -5.19 -0.43
H -2.81 -5.20 0.57
O -1.55 0.91 -0.48
O -0.30 0.16 -0.76
C 3.79 -1.77 -1.20
C 2.89 -1.40 -0.03
C 1.77 -2.42 0.15
C 3.67 -1.20 1.25
O 2.29 -0.11 -0.41
Si 1.20 0.83 0.26
S -0.24 -0.29 -2.48
O 0.65 0.45 1.69
C 0.44 1.24 2.92
C 1.72 2.00 3.22
C -0.73 2.18 2.69
C 0.14 0.21 4.00
O 1.21 2.35 -0.16
C 2.11 3.19 -0.98
C 1.57 4.60 -0.83
C 2.02 2.70 -2.41
C 3.52 3.07 -0.43
H 4.28 -2.72 -1.00
H 4.56 -1.01 -1.34
H 3.21 -1.86 -2.12
H 2.19 -3.39 0.39
H 1.19 -2.51 -0.77
H 1.11 -2.12 0.97
H 4.20 -2.11 1.51
H 3.01 -0.93 2.07
H 4.42 -0.41 1.11
H 1.93 2.73 2.44
H 2.57 1.31 3.31
H 1.62 2.53 4.17
H -0.51 2.87 1.87
H -0.92 2.76 3.59
H -1.63 1.61 2.44
H 0.98 -0.47 4.13
H -0.75 -0.36 3.74
H -0.04 0.72 4.95
H 0.54 4.65 -1.17
H 2.17 5.29 -1.41
H 1.61 4.91 0.22
H 0.99 2.74 -2.76
H 2.39 1.68 -2.50
H 2.63 3.34 -3.06
H 3.55 3.36 0.62
H 4.19 3.72 -0.98
H 3.89 2.05 -0.52
```

For the energy above the lowest of the compared OMol25 structures with the same formula, charge and spin, the calculation gives 0.000 eV. Its total energy is -81958.319 eV. The frontier orbital gap (spin up / spin down) is 0.2485 / 0.2709 hartree. The spin multiplicity is 2. The HOMO energy (spin up / spin down) comes out at -14.65 / -15.23 eV. As for the total charge: +2. As for the expectation value of S²: 0.754.

Just the natural (NBO) charges please, in e? Sure, here they are:
1 Ti 1.390
2 O -0.590
3 C 0.812
4 O -0.584
5 C 0.109
6 C -0.143
7 C -0.102
8 C -0.161
9 C 0.075
10 N -0.451
11 C 0.834
12 O -0.563
13 O -0.592
14 H 0.542
15 H 0.278
16 H 0.271
17 H 0.252
18 H 0.521
19 O -0.367
20 O -0.549
21 C -0.625
22 C 0.292
23 C -0.646
24 C -0.640
25 O -0.972
26 Si 2.576
27 S 0.154
28 O -0.983
29 C 0.295
30 C -0.646
31 C -0.637
32 C -0.622
33 O -0.980
34 C 0.297
35 C -0.624
36 C -0.642
37 C -0.644
38 H 0.230
39 H 0.228
40 H 0.217
41 H 0.238
42 H 0.209
43 H 0.218
44 H 0.237
45 H 0.214
46 H 0.227
47 H 0.218
48 H 0.222
49 H 0.242
50 H 0.227
51 H 0.236
52 H 0.208
53 H 0.222
54 H 0.210
55 H 0.233
56 H 0.220
57 H 0.232
58 H 0.222
59 H 0.218
60 H 0.218
61 H 0.239
62 H 0.221
63 H 0.241
64 H 0.219

=====

4.
C4H8N2O2 in the gas phase at a distorted geometry, computed with ωB97M-V with the def2-TZVPD basis set.

```
16
Properties=species:S:1:pos:R:3
C -0.81 -0.81 1.11
C -0.05 -0.35 -0.15
C 0.89 -0.90 -0.94
C -0.37 1.02 -0.43
H 0.70 0.54 1.98
H -1.03 0.84 2.25
H -0.61 -1.84 1.44
H -1.96 -0.66 1.05
H 1.59 -0.43 -1.64
H 2.24 -2.56 -1.20
H 0.86 -2.64 -0.11
H 1.19 1.41 -0.80
N -0.32 0.05 2.21
N 1.41 -2.08 -0.82
O 0.44 1.82 -1.11
O -1.51 1.39 -0.17
```

For the energy above the lowest of the compared OMol25 structures with the same formula, charge and spin, the calculation gives 3.325 eV. Its total energy is -11350.788 eV. The frontier orbital gap is 0.3254 hartree. The HOMO energy comes out at -8.45 eV. As for the structure (SMILES): N/C=C(\CN)C(=O)O.

Just the natural (NBO) charges please, in e? Sure, here they are:
1 C -0.241
2 C -0.314
3 C 0.073
4 C 0.729
5 H 0.347
6 H 0.377
7 H 0.183
8 H 0.241
9 H 0.200
10 H 0.421
11 H 0.382
12 H 0.465
13 N -0.837
14 N -0.776
15 O -0.634
16 O -0.616